Record 1
{
  "formula": "C29H40BHgN9O6",
  "method": "the ωB97M-V functional and the def2-TZVPD basis",
  "s_squared": 0.768,
  "gap_ev": [3.6, 7.2],
  "total_energy_ha": -2251.6347,
  "total_charge": -1,
  "multiplicity": 2,
  "largest_force_ev_per_a": 0.82,
  "elements": ["Hg", "C", "O", "C", "O", "N", "N", "H", "H", "H", "H", "H", "H", "N", "C", "C", "N", "C", "C", "N", "C", "C", "N", "H", "H", "H", "H", "H", "H", "C", "C", "C", "O", "B", "O", "C", "C", "C", "H", "H", "H", "H", "H", "H", "H", "H", "H", "H", "H", "H", "O", "O", "N", "C", "C", "C", "C", "C", "N", "C", "H", "H", "H", "H", "C", "N", "C", "C", "C", "C", "C", "C", "C", "C", "H", "H", "H", "H", "H", "H", "H", "H", "H", "H", "H", "H"],
  "positions_angstrom": [[-0.52551, -1.01444, -0.37366], [0.39358, -1.24387, -5.10150], [0.50842, 0.12268, -4.71194], [-0.04599, 0.46606, -3.52798], [-0.65702, -0.32132, -2.82056], [0.11881, 1.78138, -3.31635], [-0.19280, 2.42656, -2.12023], [0.19750, -1.25110, -6.17174], [-0.41486, -1.73284, -4.56676], [1.33428, -1.75332, -4.89191], [0.73698, 2.26548, -3.94123], [-1.17771, 2.30940, -1.91940], [0.31952, 2.01246, -1.34339], [3.76100, 0.50921, 0.12586], [3.79503, 1.82474, -0.28666], [3.15512, 1.85007, -1.48468], [2.69869, 0.59257, -1.81424], [3.05788, -0.17094, -0.81897], [2.77893, -1.60380, -0.71656], [1.71742, -2.20186, -1.18553], [1.86550, -3.53559, -0.89083], [3.03470, -3.73606, -0.22198], [3.61603, -2.49093, -0.11625], [3.87012, 0.21398, 1.08008], [4.24697, 2.59827, 0.30812], [2.96512, 2.70022, -2.11814], [1.10322, -4.25210, -1.14711], [3.49586, -4.61958, 0.18176], [4.48695, -2.27906, 0.33510], [0.37679, 2.65634, 5.26365], [-0.39285, 2.61086, 3.95419], [-1.81724, 2.14145, 4.20928], [0.22927, 1.62205, 3.11147], [0.27437, 2.13814, 1.83805], [-0.07383, 3.46979, 1.76380], [-0.31098, 3.93674, 3.10020], [0.86926, 4.82450, 3.47746], [-1.59202, 4.75378, 3.08140], [0.26390, 1.70015, 5.77581], [-0.01044, 3.44017, 5.91853], [1.43885, 2.83061, 5.09902], [-1.77796, 1.13330, 4.62413], [-2.38387, 2.10126, 3.28160], [-2.33593, 2.79273, 4.91614], [1.81145, 4.27970, 3.40134], [0.77547, 5.22045, 4.48961], [0.91060, 5.66157, 2.77938], [-2.42562, 4.17875, 2.68229], [-1.44827, 5.61825, 2.43176], [-1.84732, 5.11415, 4.08089], [0.68329, 1.49131, 0.71612], [0.84767, 0.06791, 0.97874], [-5.77037, 3.10610, -2.74749], [-5.17858, 2.57324, -1.90215], [-4.46104, 1.94019, -0.86851], [-4.90968, 1.93574, 0.51225], [-4.10655, 1.28192, 1.42377], [-2.91742, 0.67184, 1.05320], [-2.50073, 0.65520, -0.27981], [-3.26578, 1.26292, -1.15403], [-5.84266, 2.40163, 0.79474], [-4.41483, 1.22724, 2.46366], [-2.28213, 0.15634, 1.76208], [-2.94542, 1.20680, -2.19580], [-3.92079, -4.51265, -2.75750], [-3.11775, -3.31217, -2.76991], [-1.71026, -3.63379, -2.88361], [-3.40708, -2.37898, -1.67264], [-3.04083, -2.90347, -0.30004], [-3.91413, -3.76208, 0.36744], [-3.55724, -4.36878, 1.56212], [-2.30538, -4.12173, 2.10453], [-1.44028, -3.24198, 1.46294], [-1.80006, -2.60399, 0.27320], [-3.74658, -5.07231, -3.68024], [-4.98097, -4.25382, -2.71354], [-3.69751, -5.18420, -1.91201], [-1.53036, -4.14327, -3.83552], [-1.35210, -4.29281, -2.07395], [-1.11733, -2.72077, -2.85430], [-4.47142, -2.13240, -1.72094], [-2.85128, -1.46108, -1.86099], [-4.89403, -3.95310, -0.05850], [-4.25425, -5.02715, 2.06738], [-2.01105, -4.59000, 3.03722], [-0.48508, -3.02181, 1.92745]],
  "forces_ev_per_angstrom": [[-0.6, 0.0, 0.6], [0.0, 0.0, 0.0], [-0.1, 0.1, 0.0], [0.0, -0.4, -0.1], [0.2, 0.4, 0.0], [0.0, 0.0, 0.0], [0.1, 0.0, 0.1], [0.0, 0.0, 0.0], [0.0, 0.0, 0.0], [0.0, 0.0, 0.0], [0.0, 0.1, 0.0], [0.0, 0.0, 0.0], [0.0, -0.1, 0.0], [0.0, 0.2, -0.1], [0.0, -0.1, 0.0], [-0.1, -0.1, 0.0], [0.1, 0.1, -0.1], [-0.1, -0.3, 0.0], [0.1, 0.3, 0.0], [0.0, -0.2, -0.3], [0.0, 0.1, 0.1], [0.0, 0.0, 0.0], [-0.1, -0.1, 0.0], [-0.1, 0.0, 0.0], [0.0, 0.0, 0.0], [0.0, 0.0, 0.0], [0.0, 0.0, 0.0], [0.0, 0.0, 0.0], [0.1, 0.0, -0.1], [0.0, 0.0, 0.1], [0.0, 0.0, -0.1], [0.0, 0.0, 0.0], [0.0, 0.2, 0.1], [0.1, -0.2, -0.2], [-0.1, 0.0, 0.1], [0.0, -0.1, 0.0], [0.1, 0.0, 0.0], [0.0, 0.1, 0.0], [0.0, 0.0, 0.0], [0.0, 0.0, 0.0], [0.0, 0.0, 0.0], [0.0, 0.0, 0.0], [0.0, 0.0, 0.0], [0.0, 0.0, 0.0], [0.0, 0.0, 0.0], [0.0, 0.0, 0.0], [0.0, 0.0, 0.0], [0.0, 0.0, 0.0], [0.0, 0.0, 0.0], [0.0, 0.0, 0.0], [0.0, 0.0, 0.1], [0.1, 0.1, -0.4], [0.0, 0.0, 0.0], [0.0, 0.0, 0.0], [0.0, 0.0, 0.1], [0.0, 0.0, 0.0], [-0.1, 0.0, 0.1], [0.0, 0.1, -0.2], [0.2, 0.0, 0.2], [0.0, -0.1, -0.2], [0.0, 0.0, 0.0], [0.0, 0.0, 0.0], [0.0, 0.0, 0.0], [0.0, 0.0, 0.0], [-0.1, 0.0, 0.0], [0.0, 0.1, -0.1], [0.0, -0.1, 0.0], [-0.1, 0.0, 0.1], [0.1, 0.0, 0.0], [0.0, 0.0, -0.1], [0.0, 0.0, 0.0], [0.0, 0.0, 0.0], [-0.2, 0.0, 0.1], [0.2, -0.2, -0.1], [0.0, 0.0, 0.0], [0.0, 0.0, 0.0], [0.0, 0.0, 0.0], [0.0, 0.0, 0.0], [0.0, 0.0, 0.0], [0.0, 0.0, 0.0], [0.0, 0.0, 0.0], [0.0, 0.0, -0.1], [0.0, 0.0, 0.0], [0.0, 0.0, 0.0], [0.0, 0.0, 0.0], [0.0, 0.0, 0.0]]
}



Record 2
{
  "formula": "C2H6O3PS",
  "method": "the ωB97M-V functional and the def2-TZVPD basis",
  "gap_ev": 8.0,
  "total_energy_ha": -1045.0022,
  "total_charge": -1,
  "multiplicity": 1,
  "largest_force_ev_per_a": 5.74,
  "elements": ["C", "C", "S", "O", "O", "O", "P", "H", "H", "H", "H", "H", "H"],
  "positions_angstrom": [[1.85645, -0.69343, -0.48636], [1.71584, 0.51417, 0.51733], [0.09036, 0.93485, 0.39717], [-0.17312, 1.71670, 1.57881], [-0.17098, 1.42851, -0.90488], [-1.44578, -0.30509, 0.51168], [-2.82521, -0.90797, -0.03497], [1.18677, -1.42932, -0.10253], [1.53602, -0.41615, -1.46579], [2.87540, -0.90276, -0.55708], [1.94866, 0.19609, 1.42871], [-3.74448, 0.04977, 0.44175], [-2.84994, -0.18538, -1.32384]],
  "forces_ev_per_angstrom": [[-0.5, 2.1, 0.9], [-2.3, -1.2, -5.1], [1.0, 1.5, 2.0], [-1.3, 0.2, 0.1], [-1.1, 0.4, -1.7], [1.3, -0.6, 0.9], [1.2, 1.3, -1.1], [0.2, -1.4, -0.1], [-0.3, 0.3, -0.7], [1.6, -1.1, 0.0], [0.9, -1.1, 4.1], [-0.5, 0.2, 0.3], [-0.3, -0.7, 0.3]]
}